{
  "formula": "C26H31N6O6PPd",
  "method": "the ωB97M-V functional and the def2-TZVPD basis",
  "multiplicity": 3,
  "homo_lumo_gap_ev": [6.974, 4.688],
  "s2": 2.040,
  "lumo_ev": [-5.22, -8.16],
  "de_lowest_kj_mol": 68.27,
  "charge": 2,
  "symbols": ["Pd", "C", "C", "C", "O", "C", "O", "O", "H", "H", "H", "H", "H", "H", "H", "C", "O", "C", "C", "C", "C", "C", "C", "C", "N", "C", "C", "N", "C", "C", "C", "C", "N", "C", "C", "N", "C", "C", "C", "C", "H", "H", "H", "H", "H", "H", "H", "H", "H", "H", "H", "H", "H", "H", "N", "C", "P", "O", "O", "C", "N", "H", "H", "H", "H", "H", "H", "H", "H", "H", "H"],
  "positions_angstrom": [[-0.8342, 0.1821, -0.3032], [2.5442, -3.4344, -0.1255], [1.4438, -2.4496, 0.2470], [1.0780, -2.5517, 1.7203], [0.2840, -2.6452, -0.5710], [1.9167, -1.0126, -0.0603], [2.8982, -0.5573, 0.4894], [1.1716, -0.3392, -0.9071], [2.2209, -4.4570, 0.0799], [3.4423, -3.2278, 0.4532], [2.7998, -3.3586, -1.1847], [0.7548, -3.5673, 1.9564], [0.2633, -1.8643, 1.9571], [1.9396, -2.3060, 2.3388], [-0.0168, -3.5637, -0.5352], [-3.6613, 12.1208, 6.0400], [-4.5228, 11.1426, 5.4275], [-4.0175, 10.0701, 4.8697], [-4.9570, 9.1766, 4.2993], [-4.5313, 8.0354, 3.6990], [-3.1442, 7.7258, 3.6356], [-2.2171, 8.6301, 4.2090], [-2.6333, 9.7799, 4.8156], [-2.7461, 6.5281, 3.0069], [-3.5943, 5.6375, 2.4590], [-2.8379, 4.6558, 1.9807], [-1.4664, 4.9105, 2.2196], [-1.4378, 6.0944, 2.8671], [-0.4279, 4.0212, 1.8232], [0.9417, 4.2141, 2.0582], [1.8316, 3.2626, 1.6311], [1.3469, 2.1319, 0.9661], [0.0507, 1.9458, 0.7417], [-0.8365, 2.8532, 1.1544], [-2.2573, 2.5631, 0.8990], [-2.5548, 1.4100, 0.2804], [-3.8282, 1.1022, 0.0759], [-4.8809, 1.9312, 0.4592], [-4.5940, 3.1235, 1.0810], [-3.2565, 3.4500, 1.3109], [-4.3253, 12.8896, 6.4166], [-2.9853, 12.5436, 5.2982], [-3.1077, 11.6713, 6.8631], [-6.0052, 9.4334, 4.3604], [-5.2359, 7.3438, 3.2604], [-1.1542, 8.4267, 4.1778], [-1.9120, 10.4565, 5.2474], [-0.6160, 6.5756, 3.1920], [1.2960, 5.0989, 2.5729], [2.8936, 3.3679, 1.7990], [2.0153, 1.3562, 0.6041], [-3.9945, 0.1524, -0.4160], [-5.9011, 1.6288, 0.2717], [-5.3735, 3.8029, 1.3991], [0.6896, -1.5752, -3.1183], [-0.6283, -1.1260, -3.6337], [-1.9172, -2.1102, -2.7770], [-1.4173, -3.5003, -2.6467], [-2.5551, -1.3473, -1.6429], [-3.3252, -2.1572, -3.9911], [-4.4767, -2.5384, -3.0929], [0.8953, -1.1195, -2.1388], [1.4499, -1.3410, -3.7529], [0.6554, -2.5878, -2.9714], [-0.7006, -1.3580, -4.6977], [-0.7269, -0.0516, -3.4915], [-3.1979, -2.9210, -4.7533], [-3.5573, -1.1959, -4.4442], [-4.2844, -2.0515, -2.1939], [-4.4677, -3.5431, -2.9071], [-5.3907, -2.2839, -3.4625]]
}